1.
Here is C46H67BBr2HfN8O4SSi as an isolated structure at a distorted geometry from the Open Molecules 2025 dataset. Energies are from the ωB97M-V functional and the def2-TZVPD basis.

## Properties
HOMO level, Ha: -0.250
Relative energy (zero: lowest compared OMol25 entry of this formula, charge and spin), kcal/mol: 53.10
HOMO-LUMO gap, hartree: 0.2285
Lowest unoccupied orbital energy, eV: -0.59
Total charge: 0

Structure (XYZ):
```
131
Properties=species:S:1:pos:R:3:forces:R:3:mulliken_charge:R:1
Hf -0.987924 1.936793 0.297849 -0.02 1.33 -0.17 1.94
C 2.723809 3.702116 1.445239 -0.14 -0.03 0.01 -0.89
C 2.264676 3.615501 0.025788 0.12 0.11 -0.13 0.70
C 3.023476 4.148770 -1.014926 -0.12 -0.06 0.09 -1.75
C 2.275454 3.977314 -2.158342 0.22 0.03 0.15 0.99
C 2.672386 4.367345 -3.542823 -0.15 0.00 0.02 -1.33
N 1.133896 3.368942 -1.803887 0.15 0.16 -0.25 0.01
N 1.110938 3.119082 -0.460289 -0.18 -0.24 0.09 0.36
B -0.007853 3.035292 -2.776814 0.08 -0.17 0.23 -1.77
N -1.310993 3.722543 -2.353605 -0.06 -0.03 -0.23 0.76
N -1.850486 3.582900 -1.113414 0.20 -0.26 0.33 0.39
C -2.852023 4.465404 -1.015191 0.13 0.18 -0.04 -0.10
C -3.670272 4.709437 0.205380 0.01 -0.08 -0.09 -1.38
C -2.975931 5.152081 -2.224323 0.09 -0.05 0.12 -1.23
C -1.983145 4.655699 -3.044913 -0.22 0.18 0.10 1.11
C -1.689708 5.061345 -4.449335 0.13 -0.05 0.06 -1.43
N -0.186727 1.525240 -2.874603 0.14 0.03 -0.27 0.64
N -0.722513 0.734057 -1.885098 -0.07 0.43 0.48 0.40
C -0.844350 -0.493384 -2.428234 0.10 -0.16 -0.14 0.15
C -1.420472 -1.730532 -1.845381 0.03 -0.04 0.05 0.17
C -0.348697 -0.484552 -3.733365 -0.12 0.12 0.10 -1.71
C 0.054524 0.804804 -3.981884 0.01 -0.28 0.05 0.92
C 0.686586 1.317167 -5.232453 -0.11 0.12 0.09 -1.44
H 3.615140 4.325833 1.468283 -0.01 0.02 0.01 0.44
H 2.988124 2.733659 1.862288 0.07 0.05 -0.02 0.04
H 1.968624 4.162418 2.078749 0.05 0.03 0.04 0.09
H 3.989452 4.616265 -0.932156 0.01 0.01 0.00 0.53
H 3.647952 4.846403 -3.497930 0.01 0.00 -0.03 0.37
H 1.964648 5.067834 -3.985657 0.01 -0.02 -0.04 0.23
H 2.744904 3.495514 -4.192477 -0.01 0.04 -0.04 0.17
H 0.294652 3.452456 -3.845134 0.00 0.01 -0.06 -0.12
H -3.477764 3.964261 0.968140 -0.07 0.09 0.11 0.40
H -4.734297 4.738168 -0.034004 0.00 -0.08 -0.06 0.37
H -3.404356 5.682983 0.608347 0.02 -0.02 0.08 0.18
H -3.701668 5.909901 -2.464740 0.00 0.02 0.00 0.56
H -2.444702 5.776433 -4.768238 0.00 -0.01 -0.04 0.42
H -1.707750 4.204811 -5.123186 0.01 0.02 -0.02 0.23
H -0.711790 5.536890 -4.531777 0.00 -0.02 -0.02 0.22
H -1.881898 -1.581977 -0.882209 0.10 -0.10 0.01 -0.64
H -0.622264 -2.456706 -1.708389 0.01 -0.05 0.06 -0.52
H -2.141937 -2.149143 -2.552802 -0.02 0.07 -0.01 0.63
H -0.313390 -1.322694 -4.407958 0.02 -0.03 0.02 0.60
H 0.733197 0.505069 -5.954408 0.02 0.01 -0.02 0.42
H 1.700777 1.668705 -5.043096 -0.01 0.02 -0.04 0.18
H 0.114246 2.137246 -5.665545 0.05 0.01 -0.04 0.22
C 2.107843 0.245233 1.571046 0.01 -0.60 -0.53 0.92
C 1.499324 1.069842 2.604445 -0.45 0.39 -0.18 -0.54
C 1.944580 0.985506 3.942808 0.06 0.02 0.11 -1.09
C 1.544500 1.898644 4.863613 0.00 0.06 -0.06 -1.56
C 0.681202 2.944173 4.465404 -0.03 -0.18 -0.19 1.35
C 0.357864 4.060423 5.258649 -0.10 0.21 0.30 -0.03
Br 1.018660 4.209401 7.034909 -0.02 -0.03 -0.13 -0.22
C -0.413446 5.072750 4.765445 0.16 -0.11 0.09 -0.41
C -0.931405 4.971504 3.472381 -0.27 -0.06 -0.55 0.41
Br -1.917320 6.438027 2.795769 0.06 -0.03 0.13 -0.17
C -0.728502 3.863717 2.661245 -0.03 0.24 0.51 -0.10
O -1.232448 3.723352 1.459961 0.13 -1.14 -0.79 -0.20
C 0.152838 2.867683 3.159601 -0.15 0.16 0.21 -0.97
N 0.536493 1.923873 2.248375 -0.10 -0.52 -0.07 1.36
H 3.043423 -0.199406 1.891975 0.13 0.04 -0.02 0.96
H 2.229627 0.789058 0.630718 0.10 0.07 0.07 -0.19
H 1.423300 -0.597402 1.335978 0.11 0.01 0.06 -1.86
H 2.645405 0.207335 4.211107 0.02 -0.02 -0.10 0.63
H 1.920521 1.873792 5.876996 -0.02 -0.03 0.01 0.37
H -0.618620 5.955591 5.352490 -0.02 -0.02 0.03 0.45
C -4.597137 2.081862 -1.975196 0.10 0.04 -0.08 -1.34
N -3.904329 1.261101 -0.988677 -0.21 -0.11 0.07 1.20
C -3.970231 -0.121959 -1.458043 0.03 0.03 0.03 -1.56
C -4.600901 1.339216 0.294582 0.07 -0.04 0.06 -1.32
C -3.852512 0.616508 1.386127 -0.19 0.07 -0.03 0.98
C -4.606244 -0.175331 2.244714 -0.01 0.06 -0.05 -0.97
C -4.023479 -0.834695 3.315325 0.12 0.08 0.03 -1.11
C -2.662337 -0.699611 3.514336 -0.06 -0.05 0.06 -1.18
C -1.910308 0.067955 2.637633 -0.08 0.08 0.05 -0.11
C -2.458082 0.759415 1.539858 0.32 -0.02 0.25 1.24
H -5.639915 1.754266 -2.106815 0.03 -0.03 0.02 0.45
H -4.089768 1.994053 -2.937260 0.02 0.04 -0.01 0.30
H -4.600600 3.126411 -1.682598 -0.07 -0.06 -0.01 0.22
H -5.007720 -0.416611 -1.679887 -0.02 0.06 0.02 0.42
H -3.588014 -0.785888 -0.688913 -0.05 0.01 -0.05 0.35
H -3.374732 -0.230198 -2.363107 -0.10 0.02 0.04 0.34
H -5.613610 0.913364 0.206272 0.00 0.05 -0.02 0.49
H -4.720453 2.388905 0.567379 -0.03 -0.03 -0.09 0.29
H -5.672546 -0.271043 2.073546 -0.01 -0.01 -0.02 0.43
H -4.625743 -1.442199 3.978495 0.00 -0.01 0.00 0.38
H -2.170507 -1.199769 4.339299 0.00 -0.05 -0.03 0.55
H -0.848866 0.087123 2.823194 0.03 0.00 0.00 0.71
C 1.771447 -6.078485 3.436617 0.01 0.12 -0.16 -1.95
C 1.067500 -4.812699 2.953155 -0.02 -0.11 0.03 1.99
C 1.587156 -3.607181 3.743962 -0.05 -0.07 -0.24 -1.28
C -0.443912 -4.971132 3.134492 0.18 0.08 -0.10 -1.56
O 1.369711 -4.699523 1.551605 -0.02 -0.11 0.22 -0.21
Si 1.238132 -3.447891 0.484943 -0.69 0.92 0.47 -1.63
S -0.202946 -2.027074 0.980817 0.24 -0.43 0.32 0.07
O 2.684658 -2.656584 0.406572 0.39 0.11 -0.18 0.07
C 3.794839 -2.724636 -0.485228 0.15 -0.05 -0.03 2.06
C 3.367288 -2.335568 -1.902615 -0.04 -0.04 0.20 -1.21
C 4.396823 -4.129588 -0.459113 -0.17 0.15 0.05 -1.53
C 4.841217 -1.727861 0.017004 -0.19 -0.13 0.06 -1.81
O 0.967848 -4.119912 -0.989263 0.24 -0.26 -0.30 1.46
C 0.483310 -5.379289 -1.443751 -0.12 -0.23 -0.06 1.58
C 1.487841 -6.488509 -1.122199 -0.06 0.18 0.01 -1.77
C 0.314638 -5.252156 -2.958596 0.01 0.06 0.17 -1.76
C -0.859002 -5.696613 -0.785976 0.14 0.16 0.04 -1.23
H 1.491475 -6.283624 4.470545 0.04 -0.04 0.02 0.43
H 2.854411 -5.958772 3.375534 0.01 -0.02 0.01 0.38
H 1.478472 -6.926019 2.815579 0.00 -0.02 0.01 0.36
H 1.605857 -3.842171 4.810102 0.02 0.01 0.00 0.58
H 0.944365 -2.746046 3.577376 -0.04 0.12 -0.03 0.07
H 2.595458 -3.354383 3.407793 0.02 -0.05 0.07 0.18
H -0.701337 -4.993081 4.195188 0.02 -0.05 0.03 0.49
H -0.777732 -5.901640 2.670621 -0.03 0.01 0.03 0.32
H -0.956519 -4.132952 2.665290 -0.05 0.05 -0.02 0.21
H 2.622957 -3.037285 -2.267808 -0.03 -0.03 -0.09 -0.05
H 4.228880 -2.334990 -2.572987 0.01 0.02 -0.01 0.54
H 2.921879 -1.337829 -1.890820 0.01 0.01 -0.01 0.16
H 3.640475 -4.861165 -0.733943 0.03 -0.05 -0.06 0.03
H 4.742743 -4.361005 0.549637 0.03 -0.02 -0.01 0.32
H 5.235190 -4.193724 -1.154298 0.03 -0.07 0.01 0.51
H 4.484449 -0.704228 -0.096604 -0.02 0.05 0.02 0.25
H 5.765901 -1.842249 -0.550000 0.02 0.04 -0.01 0.43
H 5.050066 -1.917183 1.071329 0.03 0.02 0.00 0.39
H 2.389103 -6.379442 -1.727421 0.02 -0.02 -0.01 0.36
H 1.044159 -7.462878 -1.331652 0.03 -0.03 -0.02 0.53
H 1.754844 -6.435389 -0.067170 0.02 -0.08 -0.01 0.18
H 1.217508 -4.824477 -3.396506 0.04 -0.05 0.00 0.34
H -0.524844 -4.596201 -3.195359 -0.01 0.01 -0.02 0.29
H 0.138382 -6.232971 -3.401935 -0.06 0.01 -0.04 0.40
H -0.712331 -5.836617 0.285091 -0.07 -0.03 0.01 0.06
H -1.286646 -6.604522 -1.213107 -0.02 -0.02 0.00 0.53
H -1.554069 -4.868117 -0.931554 -0.01 0.00 0.00 0.10
```
Forces are in eV/Å.


2.
Here is a 2-piece molecular cluster, C4H9NO overall at a distorted geometry from the Open Molecules 2025 dataset. Energies are from the ωB97M-V functional and the def2-TZVPD basis.

## Properties
HOMO level, Ha: -0.340
Relative energy (zero: lowest compared OMol25 entry of this formula, charge and spin), kcal/mol: 53.37
HOMO-LUMO gap, hartree: 0.3647
Lowest unoccupied orbital energy, eV: 0.68
Total charge: 0

Structure (XYZ):
```
15
Properties=species:S:1:pos:R:3:forces:R:3:mulliken_charge:R:1
C -0.958210 1.642590 -1.006251 0.34 0.35 -0.13 -0.42
N -0.753752 0.984247 0.050703 0.22 -0.23 0.07 -0.34
C -0.074537 -0.265040 -0.003821 -1.02 0.40 -0.23 -0.14
C 0.887935 -0.544200 -0.862704 0.83 -0.56 0.04 -0.08
C 1.681561 -1.821722 -0.839999 1.02 0.36 0.30 -1.13
H -0.679084 1.406922 -2.035227 0.09 -0.79 0.08 0.29
H -1.372209 2.626189 -0.938154 -0.47 0.56 0.35 0.26
H -0.439960 -0.972849 0.734564 0.13 -0.01 -0.08 0.38
H 1.303734 0.230546 -1.488460 -0.23 0.24 -0.20 0.29
H 2.426585 -1.885778 -1.635933 -0.12 0.30 -0.06 0.32
H 1.151854 -2.750479 -0.894601 -0.77 -0.35 0.12 0.31
H 2.257822 -1.821282 0.094551 -0.03 -0.22 -0.13 0.28
O -1.656523 0.951694 3.307465 -0.41 0.13 -0.46 -0.67
H -1.206682 1.325913 2.536412 0.14 -0.11 0.02 0.34
H -2.568541 0.893248 2.981453 0.29 -0.07 0.30 0.32
```
Forces are in eV/Å.